i) Here is a single C3H6FNO2 molecule from the Open Molecules 2025 dataset. Energies are from the ωB97M-V functional and the def2-TZVPD basis.

Results
**HOMO energy**: -9.817 eV
**HOMO-LUMO gap**: 10.21 eV
**LUMO level**: 0.0143 Ha
**SMILES string**: OC/C(CF)=N\O

Geometry as ORCA input:
```
! RIJCOSX wB97M-V def2-TZVPD def2/J DEFGRID3
* xyz 0 1
O 1.64 1.09 0.22
C 0.27 0.93 -0.22
C -0.17 -0.49 0.10
C -1.64 -0.66 0.43
F -2.44 0.03 -0.50
N 0.47 -1.62 0.07
O 1.75 -1.58 -0.37
H 1.88 1.97 -0.07
H 0.22 1.16 -1.35
H -0.34 1.65 0.30
H -1.81 -0.13 1.40
H -1.89 -1.71 0.30
H 2.04 -0.65 -0.29
*
```

=====

ii) Here is 2 unconnected molecules or ions with the total composition C3H6FNO2 from the Open Molecules 2025 dataset. Energies are from the ωB97M-V functional and the def2-TZVPD basis.

Results
**HOMO energy (alpha / beta)**: -8.777 / -7.466 eV
**HOMO-LUMO gap (alpha / beta)**: 8.37 / 5.83 eV
**LUMO level (alpha / beta)**: -0.0148 / -0.0600 Ha

Geometry as ORCA input:
```
! RIJCOSX wB97M-V def2-TZVPD def2/J DEFGRID3
* xyz 0 1
C 0.08 0.63 1.08
C 0.13 -0.98 -0.97
C 0.08 -0.68 0.47
N -2.73 -0.12 0.16
O -2.71 0.92 0.81
O -3.66 -0.67 -0.37
F 0.02 -1.74 1.28
H 0.57 1.36 0.46
H 0.48 0.61 2.09
H -0.99 0.98 1.18
H -0.01 -0.08 -1.55
H -0.63 -1.72 -1.24
H 1.10 -1.43 -1.24
*
```

=====

iii) Here is 2 unconnected molecules or ions with the total composition C3H6FNO2 from the Open Molecules 2025 dataset. Energies are from the ωB97M-V functional and the def2-TZVPD basis.

Results
**HOMO energy (alpha / beta)**: -7.828 / -7.686 eV
**HOMO-LUMO gap (alpha / beta)**: 8.54 / 8.34 eV
**LUMO level (alpha / beta)**: 0.0262 / 0.0242 Ha

Geometry as ORCA input:
```
! RIJCOSX wB97M-V def2-TZVPD def2/J DEFGRID3
* xyz 0 1
C 0.97 0.39 -1.98
C -1.07 -0.13 3.25
C -0.86 0.45 0.84
N 1.32 -0.60 -2.93
O 1.78 0.83 -1.20
O -0.70 0.32 2.09
F -1.51 -0.55 0.18
H -0.55 0.46 4.10
H -0.04 0.80 -2.10
H -1.98 -0.66 3.40
H -0.09 0.85 0.26
H 0.59 -1.11 -3.33
H 2.16 -1.05 -2.57
*
```

=====

Which structure is the least stable? The one labeled ii).

=====

i) Here is a single C3H7Cl molecule from the Open Molecules 2025 dataset. Energies are from the ωB97M-V functional and the def2-TZVPD basis.

Results
**HOMO energy**: -10.550 eV
**HOMO-LUMO gap**: 11.63 eV
**LUMO level**: 0.0398 Ha
**SMILES string**: CC(C)Cl

Geometry as ORCA input:
```
! RIJCOSX wB97M-V def2-TZVPD def2/J DEFGRID3
* xyz 0 1
C 0.26 -1.08 -0.79
C -0.45 -0.14 0.21
C -0.02 1.34 0.20
Cl 0.05 -0.78 1.91
H -0.39 -1.96 -0.94
H 0.59 -0.54 -1.69
H 1.13 -1.41 -0.15
H -1.47 -0.35 0.45
H -0.84 1.94 0.65
H 0.83 1.31 0.94
H 0.32 1.66 -0.79
*
```

=====

ii) Here is 2 unconnected molecules or ions with the total composition C3H7Cl from the Open Molecules 2025 dataset. Energies are from the ωB97M-V functional and the def2-TZVPD basis.

Results
**HOMO energy (alpha / beta)**: -7.890 / -9.076 eV
**HOMO-LUMO gap (alpha / beta)**: 7.42 / 9.49 eV
**LUMO level (alpha / beta)**: -0.0171 / 0.0150 Ha

Geometry as ORCA input:
```
! RIJCOSX wB97M-V def2-TZVPD def2/J DEFGRID3
* xyz 0 1
C -0.15 -1.30 -0.42
C -0.61 -0.55 0.72
C 1.00 1.90 0.00
Cl -0.31 2.97 -0.45
H -0.66 -2.30 -0.28
H -0.48 -0.82 -1.32
H 0.87 -1.74 -0.47
H -1.22 0.30 0.69
H -0.41 -1.01 1.69
H 1.43 1.44 -0.82
H 0.54 1.12 0.68
*
```

=====

Which structure is the least stable? The one labeled ii).

=====

i) Here is a gas-phase ion, C2H8N4O (charge +2) from the Open Molecules 2025 dataset. Energies are from the ωB97M-V functional and the def2-TZVPD basis.

Results
**HOMO energy**: -19.749 eV
**HOMO-LUMO gap**: 10.24 eV
**LUMO level**: -0.3493 Ha

Geometry as ORCA input:
```
! RIJCOSX wB97M-V def2-TZVPD def2/J DEFGRID3
* xyz 2 1
C 1.45 0.15 0.02
C -1.09 0.05 0.63
N -0.13 -0.96 0.55
N 0.78 1.30 -0.02
N 2.50 -0.55 -0.28
N -2.03 -0.19 -0.60
O -0.55 1.25 0.34
H -1.83 0.02 1.52
H 0.10 -1.33 1.46
H 1.20 2.27 -0.27
H 2.76 -1.53 0.13
H 3.38 -0.02 -0.60
H -1.47 -0.66 -1.33
H -2.06 0.80 -0.99
H -2.99 -0.60 -0.55
*
```

=====

ii) Here is 2 unconnected molecules or ions with the total composition C2H8N4O from the Open Molecules 2025 dataset. Energies are from the ωB97M-V functional and the def2-TZVPD basis.

Results
**HOMO energy (alpha / beta)**: -17.471 / -17.838 eV
**HOMO-LUMO gap (alpha / beta)**: 7.83 / 7.97 eV
**LUMO level (alpha / beta)**: -0.3543 / -0.3625 Ha

Geometry as ORCA input:
```
! RIJCOSX wB97M-V def2-TZVPD def2/J DEFGRID3
* xyz 2 1
C -0.09 0.83 -0.12
C 3.07 -0.59 0.07
N 0.45 -0.24 -0.44
N -1.45 1.10 0.19
N -2.50 0.29 -0.16
N -2.17 -1.00 0.07
O 3.79 0.36 -0.06
H 0.55 1.82 -0.13
H 3.24 -1.51 0.49
H -1.77 1.94 0.62
H -3.33 0.49 -0.77
H -2.06 -1.38 1.01
H 0.18 -1.20 -0.34
H -2.71 -1.51 -0.60
H 4.80 0.62 0.18
*
```

=====

Which structure is the least stable? The one labeled ii).

=====

i) Here is a single C10H12N2O molecule from the Open Molecules 2025 dataset. Energies are from the ωB97M-V functional and the def2-TZVPD basis.

Results
**HOMO energy**: -7.788 eV
**HOMO-LUMO gap**: 8.68 eV
**LUMO level**: 0.0329 Ha
**SMILES string**: C[C@H]1Nc2ccccc2N(C)C1=O

Geometry as ORCA input:
```
! RIJCOSX wB97M-V def2-TZVPD def2/J DEFGRID3
* xyz 0 1
C -1.89 -1.59 -1.03
C -1.72 -0.95 0.37
N -0.47 -1.46 0.82
C 0.74 -0.76 0.42
C 1.91 -1.47 0.47
C 3.09 -0.90 -0.13
C 3.17 0.44 -0.51
C 2.01 1.17 -0.38
C 0.80 0.61 0.07
N -0.39 1.31 0.13
C -0.50 2.76 0.34
C -1.70 0.65 0.29
O -2.77 1.21 0.43
H -2.85 -1.46 -1.58
H -1.67 -2.67 -0.93
H -1.13 -1.15 -1.61
H -2.63 -1.18 1.09
H -0.41 -2.49 0.83
H 1.86 -2.52 0.72
H 3.97 -1.54 -0.08
H 3.93 0.84 -1.23
H 2.03 2.20 -0.70
H 0.03 3.06 1.21
H -0.16 3.46 -0.50
H -1.69 2.93 0.41
*
```

=====

ii) Here is a single C10H12N2O molecule from the Open Molecules 2025 dataset. Energies are from the ωB97M-V functional and the def2-TZVPD basis.

Results
**HOMO energy (alpha / beta)**: -7.498 / -7.345 eV
**HOMO-LUMO gap (alpha / beta)**: 7.22 / 6.78 eV
**LUMO level (alpha / beta)**: -0.0102 / -0.0206 Ha

Geometry as ORCA input:
```
! RIJCOSX wB97M-V def2-TZVPD def2/J DEFGRID3
* xyz 0 1
C -2.85 -0.57 -0.95
C -2.20 -1.29 -1.99
C -2.40 -0.61 0.29
C -1.10 -2.05 -1.68
C -1.25 -1.26 0.59
C -0.51 -2.00 -0.32
C 1.76 -1.53 1.36
C 1.42 -0.22 0.90
C 1.53 1.10 1.71
C 1.01 1.04 -1.00
N 0.48 -2.83 -0.09
N 1.07 -0.22 -0.34
O 1.39 -2.62 0.84
H -3.72 0.07 -1.20
H -2.56 -1.33 -2.97
H -2.90 -0.05 1.05
H -0.72 -2.75 -2.47
H -0.94 -1.11 1.64
H 2.53 -1.80 2.20
H 0.71 1.72 1.48
H 2.38 1.63 1.22
H 1.56 0.89 2.80
H 1.73 1.12 -1.70
H 0.10 1.00 -1.57
H 1.13 1.94 -0.32
*
```

=====

Which structure is the least stable? The one labeled ii).

=====

i) Here is a gas-phase ion, C7H12N3 (charge +1) from the Open Molecules 2025 dataset. Energies are from the ωB97M-V functional and the def2-TZVPD basis.

Results
**HOMO energy**: -14.003 eV
**HOMO-LUMO gap**: 8.85 eV
**LUMO level**: -0.1892 Ha
**SMILES string**: N=[N+]=CN=C1CCCCC1

Geometry as ORCA input:
```
! RIJCOSX wB97M-V def2-TZVPD def2/J DEFGRID3
* xyz 1 1
N -4.60 0.35 -0.51
N -3.56 0.23 0.09
C -2.52 -0.15 0.74
N -1.44 -0.68 0.31
C -0.34 -0.41 -0.23
C 0.67 -1.44 -0.55
C 2.02 -1.08 0.12
C 2.39 0.41 -0.02
C 1.28 1.34 0.56
C 0.07 1.08 -0.42
H -4.99 -0.59 -0.64
H -2.65 -0.06 1.87
H 0.85 -1.49 -1.70
H 0.29 -2.51 -0.38
H 2.75 -1.78 -0.22
H 1.96 -1.25 1.20
H 3.24 0.50 0.51
H 2.57 0.89 -1.02
H 0.99 1.15 1.60
H 1.46 2.39 0.25
H -0.76 1.63 -0.10
H 0.34 1.48 -1.48
*
```

=====

ii) Here is a molecular structure, C7H12N3 from the Open Molecules 2025 dataset. Energies are from the ωB97M-V functional and the def2-TZVPD basis.

Results
**HOMO energy**: -12.260 eV
**HOMO-LUMO gap**: 9.09 eV
**LUMO level**: -0.1167 Ha

Geometry as ORCA input:
```
! RIJCOSX wB97M-V def2-TZVPD def2/J DEFGRID3
* xyz 1 1
C 3.55 -1.24 1.63
C 2.17 -1.66 1.45
C 3.30 0.04 1.47
C -3.06 1.35 -1.62
C -2.61 0.12 -2.16
C -2.40 0.44 -0.61
C -0.27 0.08 0.49
N 1.02 0.30 0.51
N -1.09 0.72 -0.25
N 1.83 -0.19 1.51
H 4.53 -1.74 1.72
H 1.76 -2.27 2.23
H 4.02 0.87 1.47
H -0.65 -0.78 0.99
H -2.51 2.34 -1.81
H -4.19 1.60 -1.66
H -3.41 -0.62 -2.22
H -1.69 0.08 -2.79
H -2.99 -0.22 0.01
H 1.99 -1.95 0.31
H 1.44 1.10 0.03
H -0.73 1.62 -0.71
*
```

=====

Which structure is the least stable? The one labeled ii).

=====

i) Here is a gas-phase ion, C7H12N3 (charge +1) from the Open Molecules 2025 dataset. Energies are from the ωB97M-V functional and the def2-TZVPD basis.

Results
**HOMO energy**: -12.896 eV
**HOMO-LUMO gap**: 9.15 eV
**LUMO level**: -0.1376 Ha
**SMILES string**: CN/[NH+]=c1/ccccn1C

Geometry as ORCA input:
```
! RIJCOSX wB97M-V def2-TZVPD def2/J DEFGRID3
* xyz 1 1
C -0.43 -2.82 1.34
N -0.35 -2.00 0.12
N 0.80 -1.11 0.29
C 0.61 0.24 0.10
C 1.71 1.06 0.34
C 1.66 2.42 0.13
C 0.46 2.94 -0.35
C -0.59 2.09 -0.75
N -0.49 0.78 -0.48
C -1.67 0.00 -1.00
H -1.05 -2.38 2.01
H -1.14 -3.64 1.04
H 0.50 -3.36 1.77
H -0.29 -2.50 -0.76
H 1.70 -1.44 0.33
H 2.70 0.73 0.81
H 2.54 2.99 0.44
H 0.38 4.09 -0.52
H -1.41 2.39 -1.31
H -2.35 0.79 -1.34
H -1.35 -0.53 -1.90
H -1.95 -0.73 -0.31
*
```

=====

ii) Here is 2 unconnected molecules or ions with the total composition C7H12N3 from the Open Molecules 2025 dataset. Energies are from the ωB97M-V functional and the def2-TZVPD basis.

Results
**HOMO energy**: -12.206 eV
**HOMO-LUMO gap**: 8.97 eV
**LUMO level**: -0.1191 Ha

Geometry as ORCA input:
```
! RIJCOSX wB97M-V def2-TZVPD def2/J DEFGRID3
* xyz 1 1
C 3.82 0.36 0.38
C 2.66 1.13 0.31
C 3.97 -0.86 0.88
C -1.07 1.58 -0.03
C -0.22 0.30 -0.29
C -1.71 0.16 -0.47
C -2.58 -0.29 -1.70
N 3.84 -2.04 1.16
N 1.61 1.58 0.24
N -2.20 -0.59 0.77
H 4.75 0.85 -0.11
H -0.95 1.81 0.98
H -1.19 2.41 -0.72
H 0.19 -0.01 0.67
H -3.65 -0.09 -1.61
H -2.59 -1.46 -1.61
H -2.55 -0.10 -2.78
H 4.16 -2.48 2.02
H 0.52 0.12 -1.30
H -2.32 -1.60 0.53
H -3.10 -0.32 1.25
H -1.38 -0.47 1.43
*
```

=====

Which structure is the least stable? The one labeled ii).